Record 1
C27H28BrIrNO3P2 as an isolated structure, computed with the ωB97M-V functional and the def2-TZVPD basis.

The geometry in ORCA input format:
```
! wB97M-V def2-TZVPD RIJCOSX def2/J DEFGRID3
* xyz 2 6
C 1.9870 -1.1693 -4.8170
C 2.2725 -0.7749 -3.5136
C 2.1603 0.5873 -3.1781
C 1.5283 1.5039 -4.0683
C 1.2152 1.0615 -5.3757
C 1.4430 -0.2627 -5.7522
C 1.1040 2.7231 -3.4726
C 1.9609 3.3097 -2.5028
C 2.6539 2.3830 -1.6726
C 3.2551 2.8201 -0.4633
C 3.2895 4.1841 -0.1889
C 2.6676 5.1205 -1.0302
C 2.0286 4.6898 -2.1872
H 2.1339 -2.2104 -5.0892
H 0.7862 1.7601 -6.0812
H 1.2454 -0.6052 -6.7618
H 0.5596 3.4200 -4.1260
H 3.7599 4.5292 0.7300
H 2.7235 6.1897 -0.7923
H 1.5204 5.3937 -2.8374
N 2.3690 1.0381 -1.8789
Ir 0.8650 0.5211 -0.6069
C 2.5766 -1.7514 -2.4217
H 3.4896 -1.4953 -1.8739
H 2.6544 -2.7765 -2.7910
C 3.6522 1.7841 0.5465
H 4.2640 0.9901 0.1053
H 4.1835 2.2146 1.3977
P 1.1862 -1.6931 -1.1756
P 2.1338 0.9521 1.2381
C 1.3743 2.1732 2.3425
H 0.5943 1.6257 2.8995
H 2.1551 2.5316 3.0270
H 0.9477 2.9955 1.7518
C 2.6919 -0.4299 2.2396
H 3.3953 -0.0301 2.9803
H 1.7919 -0.8274 2.7500
H 3.1726 -1.1937 1.6085
C -0.2543 -2.3823 -2.0384
H 0.0173 -3.3272 -2.5254
H -1.0462 -2.5351 -1.2919
H -0.6066 -1.6594 -2.7818
C 1.6701 -2.9350 0.0164
H 0.9339 -2.9154 0.8409
H 1.6595 -3.9313 -0.4547
H 2.6732 -2.7598 0.4216
C -0.7189 0.9957 0.1311
O -1.6281 1.4379 0.7072
H 0.2037 1.7506 -2.0864
Br -3.2881 -1.3521 0.0096
C -3.5694 -1.7201 1.8413
C -4.8261 -2.1301 2.2685
C -5.0809 -2.3714 3.6284
C -4.0621 -2.1255 4.5697
C -2.8087 -1.7007 4.1408
C -2.5139 -1.5706 2.7762
C -1.0694 -1.3254 2.3544
O -0.4041 -0.5180 3.0713
O -0.7416 -2.0040 1.3565
H -5.6086 -2.2776 1.5368
H -6.0600 -2.7286 3.9433
H -4.2546 -2.2865 5.6323
H -2.0176 -1.4722 4.8595
*
```

Results
E_HOMO (spin up / spin down) = -12.48 / -14.34 eV
E = -127526.3292 eV
Largest force on an atom = 5.625 eV/Å
LUMO energy (spin up / spin down) = -5.20 / -9.26 eV
Kohn-Sham gap (spin up / spin down) = 7.28 / 5.07 eV

Record 2
C27H28ClHgIN4OSe as an isolated structure, computed with the ωB97M-V functional and the def2-TZVPD basis.

The geometry in ORCA input format:
```
! wB97M-V def2-TZVPD RIJCOSX def2/J DEFGRID3
* xyz -1 2
Hg -5.5139 2.6759 -2.5889
I -4.3438 -0.0157 -0.4191
C -2.9102 1.4288 -1.1108
C -0.5529 1.8621 0.5940
C 0.7060 2.5897 0.1166
C 1.0175 2.8981 -1.1465
C 0.0910 2.8383 -2.2878
C 0.2142 3.7915 -3.3163
C -0.8540 4.0312 -4.1685
C -2.0956 3.4287 -3.9717
C -2.2171 2.4986 -2.9403
C -1.0625 2.0852 -2.2455
H -0.3721 1.5856 1.6386
H 1.4367 2.8183 0.8876
H 1.9721 3.3855 -1.3290
H 1.1185 4.3842 -3.3906
H -0.7482 4.7703 -4.9546
H -2.9605 3.7370 -4.5464
C -1.5938 -1.4201 1.9858
C -0.1762 -1.9123 1.6478
C -0.1190 -3.4044 2.0161
C 0.7936 -1.1791 2.5837
C 0.1462 -1.7009 0.1221
O -0.9718 -2.1448 -0.6599
C 1.3699 -2.5004 -0.4285
C 2.7720 -1.8690 -0.5085
C 3.4970 -1.6623 0.7933
C 3.8038 -0.3871 1.2534
C 4.4302 -0.1931 2.4767
C 4.7614 -1.2947 3.2443
Cl 5.5392 -1.0661 4.7869
C 4.4914 -2.5802 2.8024
C 3.8653 -2.7521 1.5788
C 0.3439 -0.2390 -0.3011
N -0.8045 0.6335 -0.1445
C -1.5077 0.9244 -1.3645
N -3.3548 1.9582 -2.3864
C -2.7574 2.4956 -0.0313
N -1.7193 2.7432 0.6483
H -1.8008 -1.6536 3.0335
H -2.3634 -1.8906 1.3756
H -1.7013 -0.3485 1.8387
H -0.4993 -3.5332 3.0315
H 0.8972 -3.8002 1.9983
H -0.7389 -4.0280 1.3644
H 0.3954 -1.2180 3.6003
H 0.9121 -0.1268 2.3258
H 1.7816 -1.6367 2.6029
H -1.3907 -2.8982 -0.2337
H 1.0830 -2.7159 -1.4591
H 1.4404 -3.4704 0.0652
H 2.7307 -0.9230 -1.0491
H 3.3734 -2.5405 -1.1290
H 3.5293 0.4755 0.6558
H 4.6527 0.8026 2.8355
H 4.7669 -3.4295 3.4127
H 3.6460 -3.7567 1.2335
H 0.6388 -0.2656 -1.3582
H 1.2016 0.1749 0.2299
H -1.5563 0.0163 -1.9711
H -3.6037 3.1765 0.0782
Se -7.6316 1.2259 -3.6325
C -7.7143 -0.0363 -2.3055
N -7.7836 -0.8430 -1.4794
*
```

Results
E_HOMO (spin up / spin down) = -3.54 / -4.46 eV
E = -126606.0324 eV
Largest force on an atom = 0.260 eV/Å
LUMO energy (spin up / spin down) = 2.13 / 1.86 eV
Kohn-Sham gap (spin up / spin down) = 5.68 / 6.31 eV

Record 3
One molecule with the formula C27H28N2O5, computed with the ωB97M-V functional and the def2-TZVPD basis.

The geometry in ORCA input format:
```
! wB97M-V def2-TZVPD RIJCOSX def2/J DEFGRID3
* xyz 0 1
C -6.6090 8.2878 1.0410
O -5.2233 8.1132 0.8764
C -4.7054 6.8597 1.0218
C -3.3246 6.7479 0.8481
C -2.7010 5.5270 0.9723
C -3.4388 4.3823 1.2738
N -2.7529 3.1686 1.3866
C -3.2292 1.9428 1.6850
O -4.3838 1.6500 1.9121
C -2.1389 0.8673 1.7074
O -0.8468 1.4271 1.5418
C 0.1239 0.6344 0.9763
C 1.3247 0.5077 1.6576
C 2.3719 -0.2180 1.1227
C 2.2157 -0.8575 -0.0978
C 3.3638 -1.6446 -0.6394
O 4.5205 -1.3181 -0.4577
N 3.0091 -2.7428 -1.3472
C 3.9864 -3.6735 -1.8920
C 3.7354 -3.8992 -3.3835
C 2.5764 -4.8661 -3.5964
C 2.9484 -6.2313 -3.0303
C 3.4329 -6.1397 -1.6096
C 3.3947 -7.2684 -0.7974
C 3.8496 -7.2267 0.5062
C 4.3550 -6.0438 1.0211
C 4.4011 -4.9180 0.2231
C 3.9486 -4.9552 -1.0920
C 1.0226 -0.7187 -0.8025
C -0.0215 0.0384 -0.2925
O -1.1996 0.2633 -0.9473
C -1.3622 -0.2427 -2.2497
C -4.8122 4.4916 1.4471
C -5.4402 5.7190 1.3223
H -6.7931 9.3494 0.8832
H -6.9329 8.0111 2.0496
H -7.1779 7.7095 0.3055
H -2.7622 7.6382 0.6161
H -1.6314 5.4539 0.8362
H -1.7509 3.2126 1.2383
H -2.1966 0.3445 2.6723
H -2.3768 0.1497 0.9179
H 1.4206 1.0005 2.6123
H 3.3114 -0.3053 1.6445
H 2.0484 -3.0449 -1.3378
H 4.9541 -3.1792 -1.7464
H 3.5334 -2.9381 -3.8601
H 4.6374 -4.3169 -3.8341
H 2.3506 -4.9543 -4.6608
H 1.6794 -4.4924 -3.0966
H 2.0954 -6.9118 -3.0836
H 3.7476 -6.6654 -3.6405
H 2.9987 -8.1905 -1.1997
H 3.8094 -8.1140 1.1206
H 4.7126 -6.0017 2.0390
H 4.7946 -3.9898 0.6118
H 0.9314 -1.1665 -1.7800
H -2.3429 0.1021 -2.5734
H -1.3430 -1.3374 -2.2624
H -0.5984 0.1464 -2.9296
H -5.3891 3.6128 1.6813
H -6.5081 5.7667 1.4639
*
```

Results
E_HOMO = -7.90 eV
E = -41671.7861 eV
Largest force on an atom = 0.692 eV/Å
LUMO energy = 0.43 eV
Kohn-Sham gap = 8.33 eV

Record 4
C27H29AsMnN4OS3Te4 as an isolated structure, computed with the ωB97M-V functional and the def2-TZVPD basis.

The geometry in ORCA input format:
```
! wB97M-V def2-TZVPD RIJCOSX def2/J DEFGRID3
* xyz 2 4
Mn 0.2654 -0.0038 -1.0253
S -1.8056 5.1608 -2.5897
C -2.2214 6.8123 -2.6933
C -1.8145 7.5064 -1.5957
C -1.1571 6.6860 -0.6479
C -1.0746 5.3761 -1.0405
C -0.4702 4.2602 -0.3173
C -0.3957 2.9871 -0.9187
N 0.1450 1.9391 -0.3291
C 0.6672 2.0818 0.9111
C 0.6400 3.2962 1.6038
C 1.2316 3.3591 2.9117
C 1.8403 2.2812 3.4536
C 1.9145 1.0365 2.7396
C 2.5862 -0.0947 3.2177
C 2.6749 -1.2415 2.4454
C 2.0112 -1.2362 1.2039
N 1.3261 -0.1993 0.7466
C 1.3038 0.9403 1.4841
C 3.4307 -2.4140 2.8776
C 4.3450 -2.4920 3.8944
C 4.9058 -3.7850 4.0337
C 4.4148 -4.6680 3.1227
S 3.2701 -3.9380 2.0865
C 0.0464 4.3910 0.9604
H -2.7368 7.1888 -3.5617
H -1.9737 8.5663 -1.4691
H -0.7576 7.0654 0.2806
H -0.7753 2.8059 -1.9153
H 1.1952 4.2966 3.4509
H 2.2991 2.3428 4.4316
H 3.0526 -0.0558 4.1937
H 2.0484 -2.0976 0.5481
H 4.6329 -1.6558 4.5138
H 5.6479 -4.0458 4.7724
H 4.6724 -5.7073 3.0011
H 0.0070 5.3417 1.4757
Te 1.9495 0.2124 -3.3009
Te 3.6875 2.3377 -3.5415
Te 2.5057 2.5356 -6.0084
Te 0.2403 1.8965 -4.6141
S -0.1920 -2.2881 -1.6114
C -0.4087 -3.4303 -0.3354
N -0.5642 -3.0723 0.9342
C -0.8494 -4.0130 2.0221
C -0.2985 -5.3839 1.6712
C -0.7617 -5.7948 0.2845
N -0.4674 -4.7164 -0.6602
H -0.5372 -2.0849 1.1264
H -1.9292 -4.0578 2.1828
H -0.3861 -3.6259 2.9289
H -0.6382 -6.1099 2.4079
H 0.7906 -5.3648 1.7031
H -1.8321 -6.0132 0.2683
H -0.2334 -6.6835 -0.0551
H -0.3398 -4.9300 -1.6368
C -2.7500 -1.0815 -4.3179
As -2.7452 -0.0130 -2.7290
C -3.6965 1.6174 -3.0492
C -3.6170 -0.9635 -1.3071
O -1.1651 0.4084 -2.3434
H -3.7353 -1.5184 -4.4748
H -2.0071 -1.8670 -4.1873
H -2.4777 -0.4620 -5.1707
H -4.6986 1.4006 -3.4166
H -3.1498 2.1958 -3.7932
H -3.7575 2.1899 -2.1245
H -4.6940 -0.8182 -1.3781
H -3.2620 -0.5676 -0.3559
H -3.3720 -2.0211 -1.3753
*
```

Results
E_HOMO (spin up / spin down) = -11.84 / -11.85 eV
E = -190305.7825 eV
Largest force on an atom = 0.385 eV/Å
LUMO energy (spin up / spin down) = -5.58 / -5.77 eV
Kohn-Sham gap (spin up / spin down) = 6.26 / 6.08 eV